1.
This record from OMol25 describes C27H19Br2N5OS3SeV as an isolated structure at a distorted geometry. The level of theory is ωB97M-V/def2-TZVPD.

Atoms and positions in Å:
V1 -0.559 -0.264 -0.480
S1 -0.485 -1.172 2.146
C1 1.040 -0.934 1.519
N1 1.212 -0.697 0.234
C2 2.520 -0.457 -0.121
C3 3.000 -0.189 -1.400
C4 4.356 0.030 -1.577
C5 5.239 -0.011 -0.500
C6 4.775 -0.265 0.782
C7 3.420 -0.491 0.960
S2 2.556 -0.841 2.439
H1 2.316 -0.163 -2.239
H2 4.734 0.236 -2.570
H3 6.295 0.159 -0.666
H4 5.443 -0.271 1.634
C8 0.570 2.267 2.112
C9 0.492 2.779 0.710
C10 0.670 4.154 0.460
C11 0.644 4.642 -0.814
C12 0.450 3.750 -1.886
C13 0.462 4.095 -3.254
Br1 0.685 5.914 -3.775
C14 0.316 3.152 -4.234
C15 0.111 1.817 -3.880
Br2 -0.038 0.498 -5.231
C16 0.022 1.401 -2.558
O1 -0.228 0.175 -2.208
C17 0.240 2.392 -1.550
N2 0.262 1.927 -0.273
H5 0.285 3.040 2.824
H6 1.593 1.955 2.334
H7 -0.083 1.405 2.237
H8 0.831 4.818 1.298
H9 0.778 5.696 -1.014
H10 0.354 3.431 -5.276
Se1 -2.520 0.974 0.075
C18 -4.111 -0.084 0.231
C19 -4.810 -0.129 1.433
C20 -5.996 -0.845 1.486
N3 -6.516 -1.494 0.449
C21 -5.834 -1.452 -0.695
C22 -4.642 -0.764 -0.859
H11 -4.421 0.380 2.304
H12 -6.569 -0.898 2.407
H13 -6.276 -1.995 -1.524
H14 -4.125 -0.766 -1.807
C23 1.964 -4.903 1.109
C24 0.648 -4.885 0.389
C25 -0.089 -6.053 0.219
C26 -1.246 -5.938 -0.531
N4 -1.690 -4.783 -0.995
C27 -0.966 -3.685 -0.704
S3 -1.637 -2.190 -1.263
N5 0.220 -3.716 -0.076
H15 2.302 -5.929 1.253
H16 1.862 -4.419 2.080
H17 2.711 -4.351 0.537
H18 0.241 -6.997 0.630
H19 -1.844 -6.811 -0.780

Cartesian forces, eV/Å:
-0.9924 -0.4590 1.4558
-0.1781 -0.1423 0.0640
0.3960 -0.0948 0.3873
1.4817 -0.4165 0.4652
0.4536 0.0575 0.0976
-0.1101 0.0031 -0.0489
-0.0165 -0.0193 0.0233
0.0788 0.0404 0.0286
-0.0476 0.0213 -0.0155
-0.1337 -0.0325 0.0188
-0.1669 -0.1282 -0.3012
-0.0307 -0.0336 0.0139
-0.0023 -0.0086 -0.0037
-0.0063 0.0200 0.0205
0.0599 -0.0509 -0.0488
-0.0851 -0.0314 -0.0420
-0.1467 -0.3334 -0.0289
0.0818 0.2770 -0.2349
0.0133 -0.0634 0.2277
-0.0156 -0.3491 0.0343
-0.0258 0.1049 -0.2918
0.0225 -0.0465 0.0130
0.0543 0.2781 0.1718
-0.0697 -0.5486 0.2274
-0.0258 0.1485 0.0518
0.1711 0.6054 -0.4992
0.3983 0.3587 -1.7610
0.1369 0.2884 -0.2576
-0.1674 0.2161 0.0624
0.0190 0.0271 -0.0144
-0.0004 -0.0111 0.0146
-0.0057 0.0039 0.0477
-0.0087 -0.0077 0.0145
0.0092 0.0124 0.0203
-0.0122 -0.0067 -0.0057
-1.1240 0.8858 0.2114
0.2276 0.0084 -0.0399
0.0802 -0.0545 -0.0893
-0.0244 0.0393 0.0107
-0.1302 -0.1059 0.0293
0.0038 0.0680 -0.0147
-0.0767 0.0034 0.1214
-0.0492 -0.0046 0.0311
0.0592 0.0283 0.0269
0.0707 0.0086 -0.0315
-0.0320 -0.0216 -0.0387
-0.0063 0.0129 -0.0537
-0.1773 -0.0583 -0.0485
0.1154 0.0089 0.0213
-0.0511 0.1495 -0.0152
-0.1772 -0.0930 -0.0031
0.1732 -0.1816 -0.0484
-0.1807 -0.5064 -0.1862
0.0885 0.0618 0.1175
0.0611 0.0342 0.0580
0.0179 0.0461 0.0317
-0.0209 0.0262 0.0219
0.0193 -0.0189 -0.0646
0.0045 -0.0158 0.0458

The expectation value of S² is 2.020. Its spin multiplicity is 3. As for the orbital gap (spin up / spin down): 6.54 / 6.84 eV. The calculation puts the molar mass at 815.4 g/mol. The charge is -1.



2.
This record from OMol25 describes C27H19BrGeNO5SbSe4Tc as an isolated structure at a distorted geometry. The level of theory is ωB97M-V/def2-TZVPD.

Atoms and positions in Å:
Tc1 0.559 -2.025 0.018
O1 0.791 -1.016 5.832
C1 0.423 -1.175 4.719
C2 0.366 -0.138 3.596
O2 0.640 1.031 3.636
C3 -0.020 -0.872 2.385
C4 -0.111 -2.209 2.585
O3 -0.168 -3.067 1.557
C5 0.012 -2.506 4.060
O4 -0.152 -3.554 4.602
O5 -0.058 -0.322 1.130
Se1 -3.317 -4.386 -4.440
Sb1 -2.643 -2.246 -3.954
Se2 -1.739 -1.793 -0.877
Se3 -0.273 -3.222 -1.967
Se4 0.231 -2.247 -3.945
Br1 3.037 -1.068 -0.367
C6 3.210 -2.886 0.198
C7 4.364 -3.449 0.654
C8 4.283 -4.787 1.040
C9 3.073 -5.463 0.967
C10 1.959 -4.802 0.499
N1 2.037 -3.515 0.106
H1 5.282 -2.881 0.714
H2 5.174 -5.294 1.397
H3 2.984 -6.494 1.281
H4 0.989 -5.274 0.433
C11 -1.661 2.334 2.606
Ge1 -0.775 1.744 1.019
C12 0.755 2.720 0.517
C13 0.714 4.056 0.937
C14 1.706 4.945 0.528
C15 2.740 4.501 -0.284
C16 2.796 3.164 -0.682
C17 1.804 2.280 -0.285
C18 -2.126 1.377 -0.278
C19 -3.405 1.366 0.229
C20 -4.536 1.354 -0.621
C21 -4.366 1.349 -1.971
C22 -3.066 1.338 -2.546
C23 -2.893 1.330 -3.957
C24 -1.653 1.330 -4.507
C25 -0.512 1.325 -3.669
C26 -0.651 1.325 -2.316
C27 -1.927 1.348 -1.703
H5 -2.373 3.107 2.296
H6 -0.933 2.739 3.297
H7 -2.201 1.520 3.092
H8 -0.081 4.413 1.591
H9 1.671 5.982 0.853
H10 3.510 5.193 -0.608
H11 3.614 2.816 -1.304
H12 1.859 1.246 -0.603
H13 -3.574 1.373 1.299
H14 -5.532 1.365 -0.190
H15 -5.229 1.357 -2.631
H16 -3.777 1.348 -4.590
H17 -1.533 1.363 -5.582
H18 0.478 1.332 -4.113
H19 0.224 1.319 -1.688

Cartesian forces, eV/Å:
-1.3576 0.8526 0.2365
0.0393 0.0668 0.3067
-0.1406 -0.0909 -0.3667
-0.0072 0.2060 -0.2802
0.1355 0.1361 0.0602
0.1102 0.3634 -0.2622
0.0715 -0.2541 -0.3050
0.3580 0.6542 0.3513
-0.1220 -0.6115 -0.2523
0.0609 -0.0602 -0.0130
0.0159 0.3438 0.7975
0.1719 0.2822 0.0582
-0.0475 -0.0727 -0.5655
0.7517 -0.2724 0.4279
-0.1574 -1.1106 0.4564
-0.1426 0.1906 -0.2328
0.1562 -0.0850 0.1112
-0.2927 -0.1517 -0.3195
0.3415 -0.1460 0.1169
0.1940 0.0341 0.0409
0.0599 -0.1187 -0.0008
-0.0751 0.2687 -0.1528
0.0644 -0.2601 0.1511
-0.0127 -0.0535 -0.0134
-0.1219 0.0675 -0.0120
0.0353 0.0423 -0.0441
-0.0568 0.0656 0.0420
-0.0296 -0.0130 0.3004
-0.0524 -0.7811 -0.1703
0.3159 0.4389 0.1150
0.2392 -0.0342 -0.0908
-0.0760 0.0160 0.0607
-0.0162 -0.1100 -0.0203
0.0052 0.0398 0.0433
0.2932 0.3351 0.0922
-0.0353 -0.0763 -0.6322
-0.3008 -0.1165 -0.2539
-0.0785 -0.0941 0.3101
0.0300 -0.0475 -0.2327
-0.0838 0.0105 0.0019
-0.4635 0.0263 0.1821
0.4644 0.0608 -0.1319
-0.0068 0.0063 -0.3204
-0.1370 -0.0203 0.2547
-0.3006 0.1424 0.0636
0.0563 -0.1358 0.0887
-0.0211 0.0691 0.1078
-0.0405 0.1041 0.0431
0.1431 -0.0521 -0.1386
0.0077 -0.1963 -0.0772
-0.0687 -0.0830 0.0451
-0.0481 0.0670 0.0442
-0.0602 0.0869 -0.0010
-0.0300 0.0599 -0.0607
0.1424 -0.0096 -0.0558
0.0997 0.0192 0.0574
0.0644 0.0203 0.0753
0.0270 -0.0189 -0.0039
-0.0789 -0.0123 0.0302
0.0078 0.0118 -0.0628

As for the energy relative to the best compared isomer or geometry (same formula, charge and spin): 44.22 kcal per mole. The expectation value of S² is 0.768. Its spin multiplicity is 2. As for the orbital gap (spin up / spin down): 5.26 / 5.61 eV. The calculation puts the molar mass at 1125.6 g/mol. The charge is +2.



3.
This record from OMol25 describes C27H19Cl2F5N3O2RhS3 as an isolated structure at a distorted geometry. The level of theory is ωB97M-V/def2-TZVPD.

Atoms and positions in Å:
Rh1 -0.036 -0.410 0.140
Cl1 -1.763 -0.527 -1.492
C1 -0.906 -1.190 -2.871
C2 -1.636 -1.817 -3.856
C3 -0.964 -2.299 -4.969
C4 0.409 -2.143 -5.067
C5 1.111 -1.520 -4.049
Cl2 2.826 -1.340 -4.195
C6 0.471 -1.031 -2.908
S1 1.376 -0.237 -1.639
H1 -2.707 -1.926 -3.753
H2 -1.510 -2.797 -5.757
H3 0.951 -2.511 -5.927
C7 0.812 5.821 3.907
C8 1.256 4.556 4.589
C9 0.405 3.464 4.709
C10 0.805 2.291 5.332
C11 2.093 2.183 5.840
N1 2.580 1.000 6.467
C12 2.141 -0.296 6.320
O1 2.206 -1.108 7.214
N2 1.602 -0.645 5.082
C13 2.003 -0.226 3.810
C14 3.189 0.448 3.540
C15 3.464 0.816 2.236
C16 2.566 0.522 1.229
N3 1.428 -0.125 1.495
C17 1.154 -0.495 2.747
C18 2.952 3.272 5.742
C19 2.533 4.442 5.131
H4 -0.203 5.727 3.522
H5 1.467 6.066 3.070
H6 0.832 6.667 4.597
H7 -0.601 3.531 4.318
H8 0.108 1.471 5.425
H9 3.100 1.128 7.323
H10 1.085 -1.511 5.127
H11 3.887 0.673 4.334
H12 4.378 1.339 1.994
H13 2.745 0.811 0.206
H14 0.213 -1.013 2.912
H15 3.958 3.195 6.139
H16 3.219 5.279 5.065
F1 0.172 2.713 -0.945
C20 -0.604 2.648 0.153
C21 -0.838 1.431 0.766
C22 -1.624 1.479 1.899
F2 -1.876 0.334 2.584
C23 -2.169 2.644 2.407
F3 -2.913 2.637 3.522
C24 -1.917 3.837 1.756
F4 -2.416 4.985 2.238
C25 -1.126 3.844 0.621
F5 -0.866 5.006 0.004
C26 -0.672 -3.850 3.459
O2 0.088 -3.557 2.282
C27 -0.532 -2.987 1.245
S2 -2.109 -2.511 1.267
S3 0.549 -2.696 -0.082
H17 0.038 -4.288 4.154
H18 -1.472 -4.555 3.237
H19 -1.117 -2.942 3.864

Cartesian forces, eV/Å:
-0.9303 -0.4573 0.1070
-0.0556 -0.0409 -0.1644
-0.0476 0.0124 -0.0136
-0.0262 -0.0017 -0.0290
-0.0231 -0.0013 0.0051
0.0411 0.0058 0.0125
-0.0146 -0.0115 -0.0344
-0.0002 -0.0028 -0.0175
0.0778 0.0317 0.0361
0.1326 0.3700 -0.0108
-0.0003 0.0057 -0.0020
-0.0005 -0.0011 -0.0002
-0.0018 -0.0013 0.0002
0.0033 -0.0082 -0.0022
0.0001 0.0180 -0.0027
0.0401 -0.0182 0.0064
0.0536 -0.0002 0.0545
0.0140 -0.1380 -0.0664
-0.0258 0.0335 -0.0510
-0.0293 0.1925 -0.1132
0.0111 -0.1029 0.1293
0.0066 -0.0314 -0.0329
-0.0479 0.1224 0.0581
0.0764 -0.0332 0.0188
-0.0388 -0.0133 0.0032
-0.0448 -0.0067 0.1308
0.0347 0.0383 0.1214
-0.0733 -0.0730 0.0001
0.0604 -0.0072 -0.0432
-0.0014 -0.0052 0.0065
-0.0020 0.0007 0.0038
0.0010 -0.0002 0.0028
0.0058 -0.0019 -0.0024
-0.0431 0.0145 0.0175
-0.0223 -0.0519 0.0005
-0.0979 -0.0269 0.0142
0.1032 -0.0009 0.0213
-0.0247 -0.0046 -0.0098
0.0048 0.0019 -0.0006
-0.0046 0.0403 -0.0445
0.0800 0.1339 -0.0354
-0.0034 0.0028 -0.0039
0.0028 0.0030 0.0007
-0.0699 0.0350 0.0775
0.0110 0.0010 -0.0417
0.3966 0.1111 -0.2996
0.0390 -0.0652 0.0138
-0.0070 0.1356 0.0328
-0.0779 0.0059 0.0010
0.0540 -0.0016 -0.0626
-0.0378 0.1496 0.0460
0.0582 -0.1543 -0.0604
0.0373 0.1481 -0.0439
-0.0429 -0.1832 0.0892
-0.0308 -0.0751 -0.0228
-0.1052 -0.1523 -0.0167
0.5018 -0.0728 -0.0734
-0.0422 0.3293 0.1940
0.1308 -0.2357 0.0625
0.0168 -0.0123 0.0147
-0.0009 0.0176 -0.0069
-0.0206 0.0338 0.0259

As for the energy relative to the best compared isomer or geometry (same formula, charge and spin): 28.87 kcal per mole. As for the orbital gap (spin up / spin down): 6.84 / 6.84 eV. The calculation puts the molar mass at 782.5 g/mol.



Question: What is the molar mass in the third record?
Answer: 782.5 g/mol



Question: The lowest molar mass belongs to which entry?
Answer: C27H19Cl2F5N3O2RhS3



Question: Among the records above, which one has the lowest molar mass?
Answer: C27H19Cl2F5N3O2RhS3